A | ORCA calculation (ωB97M-V/def2-TZVPD) on a single C6H8OS molecule.

```
16
Properties=species:S:1:pos:R:3:nbo_charge:R:1
C -0.403 1.762 1.825 -0.75
S -0.752 0.001 1.920 0.23
C -0.573 -0.242 0.108 -0.26
C -1.512 0.083 -1.004 -0.33
C -0.938 -0.488 -2.091 0.11
O 0.218 -1.118 -1.850 -0.42
C 0.512 -0.932 -0.497 0.27
C 1.796 -1.324 -0.005 -0.68
H 0.589 1.945 1.525 0.21
H -1.022 2.100 0.973 0.22
H -0.676 2.410 2.795 0.23
H -2.384 0.672 -1.069 0.23
H -1.144 -0.408 -3.135 0.20
H 1.980 -2.437 -0.320 0.23
H 1.645 -1.410 1.077 0.25
H 2.665 -0.615 -0.252 0.24
```

Properties
**Structure (SMILES)**: CSc1ccoc1C
**Orbital gap**: 9.328 eV

---

B | ORCA calculation (ωB97M-V/def2-TZVPD) on a single C6H8OS molecule.

```
16
Properties=species:S:1:pos:R:3:nbo_charge:R:1
C -1.361 -0.128 -1.049 -0.63
C 0.058 0.371 -0.692 -0.17
C 1.063 -0.752 -1.005 -0.08
O 1.017 -1.848 0.064 -0.50
C 0.163 -1.722 1.007 0.17
C -0.483 -0.588 1.302 -0.35
C 0.184 0.655 0.779 -0.44
S -0.242 2.040 -0.078 0.31
H -2.016 0.045 -0.287 0.22
H -1.953 0.436 -1.821 0.23
H -1.170 -1.225 -1.264 0.20
H 1.961 -0.406 -0.732 0.20
H 0.839 -1.146 -2.003 0.21
H 0.263 -2.747 1.553 0.20
H -1.177 -0.472 1.987 0.21
H 1.246 0.638 1.252 0.22
```

Properties
**Structure (SMILES)**: C[C@]12COC=C[C@@H]1S2
**Orbital gap**: 8.841 eV

---

C | ORCA calculation (ωB97M-V/def2-TZVPD) on a single C6H8OS molecule.

```
16
Properties=species:S:1:pos:R:3:nbo_charge:R:1
S 2.345 -0.360 -0.411 -0.08
C 0.930 0.431 0.493 -0.35
C 0.259 1.404 -0.430 -0.21
C -1.083 1.228 -0.474 -0.21
C -1.397 0.081 0.376 0.05
O -1.820 -0.796 -0.610 -0.53
C -0.413 -1.512 -0.551 -0.08
C -0.043 -0.639 0.687 -0.27
H 3.349 0.254 0.445 0.15
H 1.105 0.917 1.508 0.24
H 0.877 2.086 -1.237 0.23
H -1.747 2.070 -0.920 0.25
H -2.152 -0.013 1.144 0.20
H 0.075 -1.542 -1.479 0.20
H -0.383 -2.538 -0.144 0.20
H 0.099 -1.071 1.604 0.22
```

Properties
**Structure (SMILES)**: S[C@H]1C=C[C@H]2OC[C@@H]12
**Orbital gap**: 9.526 eV

---

D | ORCA calculation (ωB97M-V/def2-TZVPD) on a single C6H8OS molecule.

```
16
Properties=species:S:1:pos:R:3:nbo_charge:R:1
C 2.352 -0.195 -0.565 -0.47
C 1.236 -0.013 0.114 0.31
C 0.714 1.352 0.536 -0.60
S -0.907 1.864 -0.138 0.24
C -1.318 0.174 -0.607 -0.42
C -2.162 -1.006 -0.137 -0.38
C -0.875 -0.691 0.493 0.06
O 0.445 -1.099 0.382 -0.49
H 2.600 -1.198 -0.851 0.21
H 3.058 0.590 -0.681 0.21
H 1.438 2.096 0.298 0.24
H 0.592 1.315 1.628 0.22
H -0.913 -0.132 -1.560 0.23
H -3.022 -1.005 0.499 0.23
H -2.212 -1.748 -0.936 0.23
H -1.027 -0.303 1.524 0.18
```

Properties
**Structure (SMILES)**: C=C1CS[C@@H]2C[C@H]2O1
**Orbital gap**: 9.708 eV

---

A comes first in stability; the runner-up is 36.3 kcal/mol higher.

---

A | ORCA calculation (ωB97M-V/def2-TZVPD) on a single C6H8OS molecule.

```
16
Properties=species:S:1:pos:R:3:nbo_charge:R:1
O -0.006 -1.996 -0.965 -0.71
C 0.187 -0.595 -1.043 0.05
C -1.180 0.031 -1.047 -0.17
C -1.735 0.495 0.072 -0.21
C -1.022 0.466 1.330 -0.22
C 0.277 0.168 1.370 -0.18
C 1.044 -0.083 0.124 -0.35
S 1.818 1.516 -0.435 -0.05
H 0.842 -2.443 -1.067 0.47
H 0.703 -0.346 -1.984 0.18
H -1.712 0.005 -1.984 0.21
H -2.735 0.901 0.066 0.21
H -1.570 0.688 2.233 0.21
H 0.834 0.160 2.296 0.21
H 1.878 -0.771 0.296 0.22
H 2.376 1.805 0.739 0.12
```

Properties
**Structure (SMILES)**: O[C@H]1C=CC=C[C@@H]1S
**Orbital gap**: 9.207 eV

---

B | ORCA calculation (ωB97M-V/def2-TZVPD) on a single C6H8OS molecule.

```
16
Properties=species:S:1:pos:R:3:nbo_charge:R:1
C 0.039 2.034 0.213 -0.36
C 0.089 0.706 0.270 -0.03
C 1.378 -0.050 0.082 0.02
O 2.279 0.453 -0.882 -0.69
C 0.895 -1.480 -0.172 -0.21
C -0.422 -1.586 0.007 -0.18
C -1.071 -0.271 0.408 -0.41
S -2.469 0.246 -0.639 -0.03
H -0.889 2.540 0.347 0.21
H 0.905 2.626 0.013 0.21
H 1.969 -0.009 1.032 0.19
H 1.682 0.557 -1.660 0.46
H 1.508 -2.346 -0.373 0.22
H -0.960 -2.541 -0.070 0.22
H -1.498 -0.322 1.458 0.24
H -3.435 -0.557 -0.035 0.13
```

Properties
**Structure (SMILES)**: C=C1[C@H](O)C=C[C@@H]1S
**Orbital gap**: 9.892 eV

---

A comes first in stability; the runner-up is 7.5 kcal/mol higher.

---

A | ORCA calculation (ωB97M-V/def2-TZVPD) on 2 unconnected molecules or ions with the total composition CH5PS2.

```
9
Properties=species:S:1:pos:R:3:nbo_charge:R:1
C -0.722 -1.973 0.264 -0.81
P 1.371 2.855 0.026 0.21
S -0.539 -0.782 -1.052 0.12
S 0.902 1.073 0.833 -0.22
H 0.222 -2.416 0.638 0.22
H -1.402 -2.733 -0.069 0.25
H -1.341 -1.805 1.089 0.23
H 1.409 2.307 -1.328 0.01
H 0.101 3.474 -0.399 -0.02
```

Properties
**Orbital gap**: 6.228 eV

---

B | ORCA calculation (ωB97M-V/def2-TZVPD) on 2 unconnected molecules or ions with the total composition CH5PS2.

```
9
Properties=species:S:1:pos:R:3:nbo_charge:R:1
C -1.012 -0.313 -0.449 -0.93
P 0.496 -1.372 -0.518 0.57
S 2.182 2.090 -0.575 -0.11
S -0.074 -3.160 -1.146 -0.32
H -1.442 -0.255 -1.449 0.24
H -0.746 0.687 -0.110 0.24
H -1.728 -0.771 0.233 0.24
H 0.818 -1.508 0.839 -0.03
H 2.890 2.343 0.517 0.09
```

Properties
**Orbital gap (alpha / beta)**: 7.291 / 5.908 eV

---

B comes first in stability; the runner-up is 20.5 kcal/mol higher.

---

A | ORCA calculation (ωB97M-V/def2-TZVPD) on a single CH5PS2 molecule.

```
9
Properties=species:S:1:pos:R:3:nbo_charge:R:1
C 0.649 -0.635 0.638 -0.94
P -0.845 -0.144 -0.382 0.97
S -2.368 -1.399 -0.455 -0.46
S -1.559 2.201 0.621 -0.41
H 1.437 0.124 0.388 0.25
H 0.349 -0.593 1.737 0.27
H 0.898 -1.645 0.319 0.26
H -0.356 0.370 -1.481 -0.05
H -2.761 2.471 0.428 0.12
```

Properties
**Structure (SMILES)**: C[P@@H](=S)S
**Orbital gap**: 7.856 eV

---

B | ORCA calculation (ωB97M-V/def2-TZVPD) on 2 unconnected molecules or ions with the total composition CH5PS2.

```
9
Properties=species:S:1:pos:R:3:nbo_charge:R:1
C -0.545 0.481 0.575 -0.97
P -0.367 -1.312 0.166 0.53
S 2.896 0.819 0.015 -0.12
S 2.500 -1.135 -0.190 -0.24
H -0.235 1.143 -0.332 0.24
H 0.042 1.006 1.384 0.26
H -1.519 0.599 0.741 0.22
H -0.668 -1.104 -1.191 -0.05
H 3.535 0.893 1.339 0.13
```

Properties
**Orbital gap (alpha / beta)**: 6.978 / 6.971 eV

---

C | ORCA calculation (ωB97M-V/def2-TZVPD) on 2 unconnected molecules or ions with the total composition CH5PS2.

```
9
Properties=species:S:1:pos:R:3:nbo_charge:R:1
C -1.229 0.719 -0.330 -0.99
P -2.301 -0.710 0.130 0.33
S 3.873 -1.285 -0.018 0.01
S 3.125 0.550 0.133 -0.13
H -0.703 0.382 -1.254 0.25
H -0.745 1.220 0.542 0.25
H -2.000 1.559 -0.755 0.24
H -2.743 -0.386 1.406 -0.08
H 2.723 -2.050 0.145 0.13
```

Properties
**Orbital gap (alpha / beta)**: 8.411 / 6.243 eV

---

A comes first in stability; the runner-up is 24.3 kcal/mol higher.